16 unconnected molecules or ions with the total composition C72H191N15O21, computed with ωB97M-V/def2-TZVPD.

Last column: Löwdin charge in e.
Element x y z (Å)
C: -1.656 2.861 -3.530  -0.048
C: -0.329 3.249 -2.840  -0.342
O: 0.442 4.111 -3.581  -0.074
H: -1.465 2.197 -4.372  0.043
H: -2.108 3.779 -3.906  0.079
H: -2.302 2.322 -2.836  0.047
H: 0.304 2.380 -2.660  0.107
H: -0.558 3.630 -1.845  0.087
H: 1.301 4.187 -3.158  0.016
C: -2.309 -3.075 -3.839  -0.082
O: -2.481 -3.761 -2.592  -0.233
C: -3.796 -4.339 -2.462  -0.177
C: -3.961 -4.821 -1.025  -0.221
N: -4.064 -3.721 -0.089  -0.077
C: -4.480 -3.992 1.332  -0.131
C: -4.525 -2.674 2.116  -0.217
O: -5.669 -1.914 1.821  -0.217
C: -5.499 -0.642 2.460  -0.099
H: -3.137 -2.375 -3.949  0.072
H: -2.318 -3.713 -4.722  0.098
H: -1.482 -2.367 -3.783  0.075
H: -3.888 -5.194 -3.132  0.116
H: -4.610 -3.656 -2.703  0.116
H: -3.084 -5.414 -0.768  0.102
H: -4.823 -5.478 -0.906  0.118
H: -3.121 -3.366 -0.157  0.029
H: -3.738 -4.627 1.816  0.089
H: -5.436 -4.515 1.345  0.122
H: -3.641 -2.070 1.910  0.108
H: -4.547 -2.849 3.191  0.114
H: -4.661 -0.071 2.062  0.083
H: -5.611 -0.695 3.543  0.096
H: -6.383 -0.057 2.207  0.069
C: 6.163 0.677 6.156  -0.102
O: 6.102 0.871 4.741  -0.227
C: 7.377 1.252 4.130  -0.157
C: 7.120 1.745 2.671  -0.210
N: 6.003 2.653 2.623  -0.056
C: 5.619 3.037 1.252  -0.197
C: 4.213 3.593 1.234  -0.209
O: 3.294 2.549 1.563  -0.216
C: 2.016 2.927 1.160  -0.106
H: 6.807 -0.167 6.404  0.081
H: 5.192 0.365 6.541  0.079
H: 6.561 1.535 6.697  0.087
H: 8.080 0.420 4.150  0.117
H: 7.761 2.097 4.702  0.113
H: 6.928 0.895 2.017  0.101
H: 7.963 2.268 2.221  0.118
H: 5.214 2.215 3.079  0.086
H: 5.654 2.225 0.526  0.108
H: 6.325 3.817 0.967  0.120
H: 4.033 4.003 0.240  0.087
H: 4.174 4.425 1.937  0.124
H: 2.107 2.912 0.074  0.079
H: 1.754 3.931 1.493  0.073
H: 1.294 2.135 1.361  0.088
C: -1.617 10.454 1.604  -0.098
O: -1.364 9.421 2.577  -0.189
C: -0.102 8.825 2.218  -0.198
C: -0.154 7.903 0.959  -0.186
N: -1.364 7.051 0.969  -0.071
C: -1.403 6.196 -0.245  -0.170
C: -2.762 5.489 -0.237  -0.202
O: -3.813 6.430 -0.423  -0.172
C: -5.094 5.945 -0.305  -0.128
H: -2.505 10.997 1.928  0.088
H: -1.870 9.949 0.671  0.078
H: -0.773 11.129 1.462  0.087
H: 0.140 8.262 3.119  0.097
H: 0.721 9.538 2.240  0.118
H: 0.717 7.248 0.947  0.093
H: -0.156 8.438 0.009  0.102
H: -2.194 7.550 1.255  0.112
H: -0.648 5.424 -0.097  0.103
H: -1.295 6.740 -1.184  0.123
H: -2.946 4.890 0.655  0.107
H: -2.793 4.760 -1.047  0.113
H: -5.841 6.739 -0.340  0.097
H: -5.144 5.346 0.604  0.062
H: -5.421 5.224 -1.054  0.079
C: 2.112 1.970 8.052  -0.109
O: 2.346 1.134 6.949  -0.180
C: 2.543 1.883 5.759  -0.225
C: 2.626 0.947 4.571  -0.203
N: 1.587 -0.061 4.492  -0.037
C: 0.190 0.442 4.362  -0.171
C: -0.799 -0.709 3.993  -0.170
O: -1.298 -1.198 5.276  -0.213
C: -1.613 -2.602 5.378  -0.083
H: 2.127 1.458 9.015  0.089
H: 1.120 2.419 8.011  0.083
H: 2.826 2.793 8.028  0.085
H: 3.510 2.386 5.803  0.112
H: 1.807 2.661 5.556  0.098
H: 3.584 0.428 4.549  0.105
H: 2.613 1.520 3.644  0.100
H: 1.583 -0.460 5.420  0.095
H: 0.208 1.069 3.470  0.098
H: -0.216 1.027 5.188  0.111
H: -0.295 -1.527 3.476  0.096
H: -1.595 -0.318 3.360  0.090
H: -1.655 -2.794 6.450  0.092
H: -0.795 -3.144 4.901  0.058
H: -2.556 -2.874 4.905  0.071
C: 2.080 -4.023 -5.808  -0.105
O: 1.699 -4.459 -4.523  -0.206
C: 2.576 -4.278 -3.399  -0.176
C: 1.757 -4.530 -2.102  -0.199
N: 1.307 -5.907 -1.995  -0.037
C: 0.368 -6.006 -0.870  -0.178
C: 0.834 -5.664 0.573  -0.206
O: 0.717 -4.294 0.788  -0.250
C: 1.419 -3.845 1.978  -0.035
H: 2.536 -4.839 -6.368  0.080
H: 2.884 -3.287 -5.835  0.080
H: 1.227 -3.660 -6.381  0.075
H: 2.987 -3.269 -3.427  0.098
H: 3.433 -4.936 -3.540  0.121
H: 0.865 -3.912 -2.196  0.094
H: 2.436 -4.185 -1.321  0.120
H: 0.914 -6.059 -2.913  0.102
H: -0.073 -7.003 -0.880  0.093
H: -0.499 -5.382 -1.088  0.097
H: 1.842 -6.065 0.681  0.127
H: 0.155 -6.136 1.284  0.104
H: 1.414 -2.755 1.990  0.072
H: 2.411 -4.297 1.956  0.095
H: 0.882 -4.101 2.892  0.066
C: 1.342 -4.953 6.508  -0.060
C: 0.731 -6.352 6.349  -0.391
C: -0.027 -6.567 4.967  -0.160
O: -1.354 -5.967 4.923  -0.201
C: -2.056 -6.140 3.704  -0.101
N: 1.849 -7.326 6.539  0.030
H: 0.613 -4.162 6.333  0.057
H: 2.202 -4.868 5.845  0.074
H: 1.743 -4.899 7.520  0.077
H: -0.021 -6.490 7.126  0.131
H: -0.095 -7.645 4.822  0.105
H: 0.620 -6.180 4.179  0.104
H: -3.074 -5.760 3.791  0.085
H: -2.030 -7.175 3.362  0.071
H: -1.505 -5.579 2.950  0.073
H: 2.595 -7.141 5.884  0.059
H: 1.603 -8.224 6.148  0.054
C: 0.258 -1.291 -1.120  -0.029
C: -0.985 -1.466 -0.286  -0.379
C: -2.215 -0.551 -0.732  -0.170
O: -1.977 0.830 -0.812  -0.180
C: -2.172 1.399 0.449  -0.114
N: -1.442 -2.838 -0.265  0.064
H: 0.358 -1.902 -2.017  0.068
H: 1.056 -1.622 -0.456  0.058
H: 0.479 -0.251 -1.362  0.077
H: -0.756 -1.223 0.752  0.121
H: -3.100 -0.840 -0.165  0.107
H: -2.298 -0.879 -1.768  0.117
H: -3.229 1.574 0.651  0.063
H: -1.738 2.398 0.402  0.085
H: -1.742 0.933 1.336  0.073
H: -0.710 -3.370 0.184  0.052
H: -1.459 -3.119 -1.235  0.044
C: 3.611 4.823 -5.292  -0.027
C: 4.431 4.822 -3.973  -0.405
C: 3.771 3.989 -2.837  -0.113
O: 2.623 4.695 -2.245  -0.243
C: 2.815 5.960 -1.650  -0.078
N: 5.682 4.214 -4.316  0.012
H: 3.500 3.807 -5.671  0.065
H: 4.052 5.476 -6.045  0.077
H: 2.600 5.219 -5.195  0.077
H: 4.668 5.809 -3.576  0.124
H: 4.413 3.614 -2.040  0.114
H: 3.449 3.031 -3.244  0.108
H: 1.903 6.147 -1.084  0.080
H: 3.015 6.810 -2.303  0.093
H: 3.573 5.835 -0.877  0.081
H: 6.399 4.359 -3.619  0.093
H: 6.033 4.573 -5.193  0.086
C: -8.289 -0.723 -0.565  -0.056
C: -7.178 -1.392 -1.317  -0.423
C: -5.899 -0.550 -1.351  -0.182
O: -6.219 0.743 -1.883  -0.200
C: -5.056 1.559 -2.080  -0.091
N: -6.808 -2.602 -0.587  0.046
H: -8.551 0.259 -0.958  0.075
H: -7.965 -0.513 0.455  0.067
H: -9.203 -1.316 -0.591  0.083
H: -7.473 -1.694 -2.322  0.134
H: -5.088 -1.014 -1.912  0.116
H: -5.641 -0.377 -0.306  0.109
H: -5.340 2.562 -2.398  0.083
H: -4.487 1.058 -2.862  0.081
H: -4.477 1.680 -1.164  0.065
H: -5.871 -2.951 -0.729  0.017
H: -6.738 -2.292 0.372  0.027
C: -2.866 -8.517 -1.901  -0.067
C: -3.347 -9.387 -0.753  -0.432
C: -3.205 -8.641 0.594  -0.112
O: -1.782 -8.321 0.979  -0.242
C: -0.952 -9.381 1.479  -0.101
N: -4.714 -9.729 -1.094  0.027
H: -3.567 -7.721 -2.152  0.067
H: -2.578 -9.050 -2.807  0.082
H: -1.939 -8.034 -1.594  0.054
H: -2.763 -10.308 -0.770  0.133
H: -3.635 -9.210 1.419  0.118
H: -3.716 -7.679 0.581  0.111
H: -0.940 -9.423 2.568  0.071
H: 0.077 -9.295 1.131  0.083
H: -1.288 -10.343 1.092  0.077
H: -4.667 -10.295 -1.929  0.072
H: -5.193 -8.902 -1.418  0.064
C: 3.715 0.665 -4.917  -0.044
C: 5.166 0.458 -5.366  -0.397
C: 5.333 0.799 -6.877  -0.179
O: 4.517 -0.176 -7.509  -0.205
C: 4.202 0.035 -8.856  -0.110
N: 6.063 1.214 -4.472  0.030
H: 3.335 1.672 -5.085  0.056
H: 3.509 0.420 -3.875  0.069
H: 3.172 -0.057 -5.527  0.074
H: 5.386 -0.603 -5.249  0.121
H: 6.381 0.659 -7.142  0.118
H: 5.075 1.813 -7.182  0.118
H: 3.684 0.983 -8.998  0.090
H: 3.496 -0.744 -9.145  0.078
H: 5.041 -0.160 -9.524  0.087
H: 5.817 2.193 -4.473  0.012
H: 6.993 1.222 -4.866  0.069
C: 6.003 -3.237 -1.596  -0.061
C: 5.580 -1.869 -2.150  -0.412
C: 5.251 -0.820 -1.052  -0.162
O: 4.105 -1.299 -0.318  -0.193
C: 3.447 -0.369 0.476  -0.122
N: 6.694 -1.497 -3.038  0.041
H: 7.045 -3.159 -1.284  0.071
H: 6.018 -3.976 -2.397  0.072
H: 5.335 -3.590 -0.810  0.071
H: 4.682 -1.978 -2.758  0.110
H: 4.921 0.085 -1.562  0.104
H: 6.122 -0.570 -0.445  0.118
H: 2.561 -0.823 0.922  0.071
H: 3.004 0.379 -0.181  0.078
H: 4.072 0.141 1.209  0.082
H: 7.554 -1.452 -2.510  0.063
H: 6.576 -0.575 -3.433  0.011
C: -3.659 2.513 5.126  -0.060
C: -3.890 2.931 3.759  -0.436
C: -5.350 2.783 3.296  -0.150
O: -5.399 3.082 1.871  -0.225
C: -6.668 3.115 1.246  -0.101
N: -3.515 4.357 3.652  0.048
H: -4.292 3.096 5.794  0.095
H: -2.618 2.628 5.428  0.079
H: -3.957 1.465 5.123  0.088
H: -3.270 2.406 3.033  0.131
H: -6.023 3.453 3.831  0.133
H: -5.643 1.744 3.443  0.096
H: -7.255 2.198 1.299  0.080
H: -6.531 3.230 0.171  0.077
H: -7.206 3.987 1.619  0.091
H: -3.840 4.893 4.445  0.085
H: -4.086 4.709 2.897  0.061
C: -0.434 4.824 5.367  -0.054
C: -0.096 5.552 4.081  -0.431
C: 1.424 5.705 3.833  -0.214
O: 1.960 6.449 4.898  -0.176
C: 3.349 6.118 5.159  -0.077
N: -0.705 4.864 2.966  0.059
H: -1.508 4.850 5.553  0.062
H: 0.055 5.188 6.271  0.079
H: -0.083 3.795 5.299  0.054
H: -0.605 6.510 4.177  0.124
H: 1.621 6.194 2.879  0.106
H: 1.809 4.687 3.770  0.106
H: 3.793 6.466 6.091  0.083
H: 3.922 6.504 4.316  0.081
H: 3.560 5.051 5.227  0.068
H: -1.659 4.595 3.161  0.013
H: -0.770 5.528 2.208  0.022
C: 0.136 -1.622 -9.157  -0.053
C: -1.433 -1.568 -9.195  -0.407
C: -1.971 -0.550 -8.206  -0.224
O: -1.702 -0.913 -6.864  -0.188
C: -2.282 -0.110 -5.818  -0.087
N: -1.811 -1.146 -10.539  0.014
H: 0.622 -0.659 -9.312  0.068
H: 0.499 -2.314 -9.917  0.073
H: 0.514 -1.939 -8.185  0.055
H: -1.823 -2.586 -9.208  0.141
H: -3.026 -0.400 -8.434  0.117
H: -1.550 0.445 -8.349  0.126
H: -2.073 0.943 -6.009  0.069
H: -1.898 -0.308 -4.817  0.071
H: -3.367 -0.208 -5.849  0.090
H: -1.511 -0.197 -10.713  0.067
H: -2.818 -1.076 -10.574  0.064

Summary:
* net charge: 0
* E_HOMO: -7.89 eV